This record from the Open Molecules 2025 dataset describes C43H42As2N7O6Rb as an isolated structure. The level of theory is ωB97M-V/def2-TZVPD.

Structure (XYZ):
```
101
Properties=species:S:1:pos:R:3:forces:R:3
Rb 0.37077 1.93551 -0.30674 -0.28 -0.11 -0.49
O 2.87322 0.63947 0.78941 -0.02 0.12 -0.06
C 3.58420 1.19091 1.69105 -0.02 0.11 0.03
C 4.95674 0.82459 1.86475 0.02 0.05 0.06
C 5.81652 1.50415 2.71187 -0.02 -0.04 -0.03
C 5.36876 2.58736 3.45908 -0.04 0.01 -0.02
C 4.02173 2.93321 3.36261 0.01 -0.03 -0.04
C 3.11660 2.25600 2.55550 0.02 -0.10 -0.06
C 1.70649 2.67362 2.62996 0.07 -0.01 0.20
N 0.72856 1.88040 2.43738 0.05 0.05 0.03
N -0.53010 2.41398 2.64540 0.00 -0.01 0.04
C -1.49041 1.64655 2.13249 -0.02 0.12 0.06
O -1.38263 0.63455 1.39613 -0.15 -0.04 0.09
C -2.88356 2.13254 2.47635 -0.01 -0.02 0.07
C -3.97804 1.41263 2.01232 -0.01 0.00 -0.01
C -5.27117 1.80656 2.33198 0.03 0.02 -0.02
C -5.48383 2.93477 3.11199 0.01 -0.01 0.00
C -4.39323 3.66488 3.57333 0.03 -0.03 -0.01
C -3.10220 3.26447 3.26142 -0.04 -0.01 -0.03
H 5.31188 -0.02113 1.27919 0.03 0.00 0.02
H 6.85215 1.18454 2.78095 0.01 0.02 0.01
H 6.03698 3.13884 4.10820 0.01 -0.01 0.00
H 3.64154 3.76049 3.95654 0.01 0.00 0.01
H 1.50592 3.70568 2.94597 0.00 -0.01 0.04
H -3.79144 0.54482 1.39236 -0.01 0.00 -0.01
H -6.11094 1.23577 1.95462 -0.01 0.00 0.00
H -6.49258 3.24838 3.35703 0.00 0.00 0.00
H -4.55031 4.55019 4.17964 -0.01 0.00 0.00
H -2.23915 3.81360 3.61147 -0.01 0.01 0.01
C -1.89254 -2.17430 -0.44239 0.11 -0.05 -0.07
C -0.57251 -2.95203 -0.37378 -0.02 0.04 0.00
As 0.82404 -1.79849 0.40949 -0.03 -0.07 0.13
C 0.53021 -2.26021 2.30091 0.02 0.01 -0.08
C 0.45271 -3.58018 2.73985 0.05 0.03 0.07
C 0.26807 -3.86608 4.08523 -0.01 0.03 0.00
C 0.16210 -2.82875 5.00673 0.00 0.01 -0.05
C 0.24502 -1.51384 4.57354 -0.01 -0.02 -0.05
C 0.42860 -1.22623 3.22372 -0.10 0.05 0.02
C 2.38319 -2.97775 0.20036 0.03 0.08 0.04
C 2.40117 -4.19605 -0.46699 -0.02 -0.07 -0.03
C 3.57622 -4.93818 -0.56069 -0.01 0.03 0.01
C 4.74620 -4.46829 0.01681 -0.03 0.03 0.02
C 4.73805 -3.24703 0.68513 -0.04 -0.02 -0.03
C 3.56937 -2.50532 0.76941 0.06 -0.07 -0.02
As -1.66378 -0.66157 -1.73365 -0.11 -0.01 -0.02
C -3.46279 0.10343 -1.54375 0.04 -0.08 -0.01
C -3.61849 1.47462 -1.73355 -0.09 0.01 -0.02
C -4.86281 2.07134 -1.57274 0.05 -0.01 0.01
C -5.96733 1.30999 -1.21942 0.02 -0.03 0.04
C -5.81947 -0.05459 -1.01227 0.03 0.00 0.00
C -4.57226 -0.65015 -1.16842 -0.05 0.00 0.00
C -1.89824 -1.78230 -3.32961 0.03 -0.01 0.00
C -0.74536 -2.34722 -3.87307 0.01 -0.02 -0.07
C -0.80958 -3.18851 -4.97689 -0.01 0.04 0.05
C -2.03330 -3.46574 -5.57045 0.00 0.01 0.02
C -3.18476 -2.88771 -5.05355 0.02 0.00 0.01
C -3.11704 -2.05579 -3.94262 0.03 -0.02 -0.01
H -2.13949 -1.71468 0.51856 0.02 -0.03 0.02
H -2.70764 -2.83694 -0.74362 0.01 0.01 0.01
H -0.23906 -3.22207 -1.38118 -0.04 0.00 0.02
H -0.66443 -3.88035 0.19377 -0.04 -0.02 0.04
H 0.55771 -4.39822 2.03597 0.00 -0.01 -0.05
H 0.21097 -4.89745 4.41499 0.00 0.00 0.01
H 0.01393 -3.04948 6.05771 0.01 0.00 0.01
H 0.15838 -0.69649 5.27959 0.01 0.00 0.01
H 0.47129 -0.19566 2.88021 0.08 -0.13 0.03
H 1.49593 -4.58409 -0.92239 0.03 0.03 0.02
H 3.57105 -5.88540 -1.08800 0.01 0.00 0.00
H 5.66025 -5.04627 -0.05362 0.00 0.00 0.00
H 5.64592 -2.86738 1.14044 0.01 -0.01 0.00
H 3.56815 -1.53914 1.26271 -0.04 -0.02 -0.01
H -2.76360 2.06975 -2.02959 0.04 0.01 0.00
H -4.96267 3.14016 -1.71899 -0.01 0.00 0.00
H -6.93470 1.78070 -1.08716 -0.01 0.00 0.00
H -6.67208 -0.65884 -0.72213 0.00 0.00 0.00
H -4.47279 -1.71584 -0.99576 -0.01 0.04 -0.01
H 0.22561 -2.10497 -3.45156 -0.01 0.02 0.01
H 0.10276 -3.61147 -5.38097 0.00 0.00 -0.01
H -2.08677 -4.11186 -6.43892 0.00 0.00 0.00
H -4.14398 -3.07590 -5.52271 0.00 0.00 0.00
H -4.02466 -1.60033 -3.56911 -0.02 0.02 0.03
N 2.40934 0.00663 -2.43110 -0.04 0.03 -0.01
N 3.62343 0.64570 -2.11818 -0.05 0.02 0.05
C 3.70406 1.91027 -1.64225 -0.01 -0.09 -0.03
N 4.84718 2.22640 -0.99686 -0.03 0.06 -0.01
N 2.66911 2.69000 -1.94102 0.21 -0.09 0.04
N 2.66084 3.95685 -1.45748 0.10 0.14 -0.13
O 1.55490 4.45931 -1.34498 0.11 0.11 0.11
O 3.70043 4.57663 -1.20383 -0.06 -0.01 -0.03
H 1.87475 -0.12929 -1.57201 0.08 0.02 0.02
H 1.87285 0.61076 -3.04566 -0.01 0.00 -0.03
H 4.31440 0.00684 -1.76218 0.02 -0.03 -0.01
H 5.14184 1.55235 -0.29857 -0.01 -0.02 -0.01
H 4.87806 3.18613 -0.68458 0.02 0.04 0.01
C -0.88684 3.84962 -3.65867 0.01 -0.08 -0.02
O -0.83139 2.55411 -3.10886 0.03 -0.01 0.12
C -1.32517 1.39143 -4.02065 0.02 -0.03 0.01
O -1.66164 1.77176 -5.10885 -0.01 0.02 -0.07
H -1.87463 4.30972 -3.51217 -0.04 0.02 0.00
H -0.70255 3.82226 -4.73675 0.01 0.03 -0.03
H -0.13618 4.47437 -3.17322 0.02 0.01 0.02
```
Forces are in eV/Å.

Multiplicity ... 1
Energy relative to the best compared isomer or geometry (same formula, charge and spin) ... 2.061 eV
E_tot ... -190318.181 eV
Net charge ... -2
E_LUMO ... 3.92 eV
HOMO-LUMO gap ... 0.205 Ha

Löwdin atomic charge list, values in e, 99 entries: number 1, Rb, carries 0.800; number 2, O, carries -0.196; number 3, C, carries -0.429; number 4, C, carries -0.085; number 5, C, carries -0.139; number 6, C, carries -0.148; number 7, C, carries -0.082; number 8, C, carries -0.141; number 9, C, carries -0.154; number 10, N, carries -0.112; number 11, N, carries 0.009; number 12, C, carries -0.568; number 13, O, carries -0.187; number 14, C, carries -0.129; number 15, C, carries -0.022; number 16, C, carries -0.096; number 17, C, carries -0.121; number 18, C, carries -0.109; number 19, C, carries -0.043; number 20, H, carries 0.089; number 21, H, carries 0.086; number 22, H, carries 0.074; number 23, H, carries 0.098; number 24, H, carries 0.114; number 25, H, carries 0.101; number 26, H, carries 0.089; number 27, H, carries 0.085; number 28, H, carries 0.087; number 29, H, carries 0.095; number 30, C, carries -0.444; number 31, C, carries -0.461; number 32, As, carries 1.324; number 33, C, carries -0.346; number 34, C, carries -0.118; number 35, C, carries -0.113; number 36, C, carries -0.116; number 37, C, carries -0.079; number 38, C, carries -0.087; number 39, C, carries -0.367; number 40, C, carries -0.112; number 41, C, carries -0.111; number 42, C, carries -0.119; number 43, C, carries -0.096; number 44, C, carries -0.108; number 45, As, carries 1.266; number 46, C, carries -0.371; number 47, C, carries -0.091; number 48, C, carries -0.078; number 49, C, carries -0.118; number 50, C, carries -0.111; number 51, C, carries -0.132; number 52, C, carries -0.378; number 53, C, carries -0.129; number 54, C, carries -0.101; number 55, C, carries -0.120; number 56, C, carries -0.104; number 57, C, carries -0.093; number 58, H, carries 0.052; number 59, H, carries 0.052; number 60, H, carries 0.033; number 61, H, carries 0.054; number 62, H, carries 0.090; number 63, H, carries 0.087; number 64, H, carries 0.087; number 65, H, carries 0.100; number 66, H, carries 0.062; number 67, H, carries 0.087; number 68, H, carries 0.090; number 69, H, carries 0.087; number 70, H, carries 0.094; number 71, H, carries 0.072; number 72, H, carries 0.075; number 73, H, carries 0.101; number 74, H, carries 0.092; number 75, H, carries 0.091; number 76, H, carries 0.088; number 77, H, carries 0.091; number 78, H, carries 0.093; number 79, H, carries 0.086; number 80, H, carries 0.090; number 81, H, carries 0.088; number 82, N, carries 0.061; number 83, N, carries -0.013; number 84, C, carries -0.425; number 85, N, carries 0.197; number 86, N, carries 0.098; number 87, N, carries -0.449; number 88, O, carries -0.021; number 89, O, carries 0.009; number 90, H, carries -0.017; number 91, H, carries 0.074; number 92, H, carries 0.134; number 93, H, carries 0.075; number 94, H, carries 0.081; number 95, C, carries -0.192; number 96, O, carries -0.381; number 97, C, carries -0.312; number 98, O, carries -0.096; number 99, H, carries 0.071